# 1
DFT (ωB97M-V/def2-TZVPD) results for a single C3H4N2OS molecule in a non-equilibrium geometry.

Each line ends with the Mulliken charge.
Positions of all 11 atoms, in Å:
O  -3.4700  0.4019  -1.7675  -0.580
C  -2.2659  0.5228  -2.0217  0.043
N  -1.3163  0.1498  -1.1407  0.112
N  0.2199  0.6305  -1.0931  -0.367
C  0.7070  0.2150  -0.0628  0.013
C  -0.0637  -0.5819  0.9586  -0.556
S  -1.7866  -0.6707  0.3672  -0.061
H  -1.9803  0.9408  -2.9477  0.400
H  1.8497  0.2499  0.1513  0.313
H  0.1402  -1.5893  1.1221  0.358
H  0.1626  0.0046  1.7723  0.325

The orbital gap is 9.204 eV. Its LUMO energy is 0.58 eV. Its SMILES is O=CN1N=CCS1. The relative energy (zero: lowest compared OMol25 entry of this formula, charge and spin) comes out at 3.168 eV. The calculation puts the electronic energy at -19035.880 eV. As for the net charge: 0. The value obtained for the largest force on an atom is 5.768 eV Å⁻¹.

=====

# 2
DFT (ωB97M-V/def2-TZVPD) results for a single C3H4N2OS molecule in a non-equilibrium geometry.

Each line ends with the Mulliken charge.
Positions of all 11 atoms, in Å:
C  -1.5282  -0.1984  -0.5187  0.236
N  -1.2752  1.0486  -0.4763  -0.321
N  -0.2276  1.7512  0.1976  -0.365
C  0.9800  1.4040  -0.0214  -0.107
S  1.5799  -0.1532  -0.6629  -0.086
C  0.5318  -1.1680  0.3851  -0.395
O  -0.7919  -1.2697  -0.1273  -0.346
H  -2.4550  -0.5349  -0.9662  0.388
H  1.6967  2.1793  0.3497  0.412
H  0.9224  -2.1665  0.3945  0.275
H  0.5671  -0.8924  1.4459  0.308

The orbital gap is 10.063 eV. Its LUMO energy is 0.52 eV. Its SMILES is C1=NN=CSCO1. The relative energy (zero: lowest compared OMol25 entry of this formula, charge and spin) comes out at 2.842 eV. The calculation puts the electronic energy at -19036.207 eV. As for the net charge: 0. The value obtained for the largest force on an atom is 2.005 eV Å⁻¹.